Molecular formula: C11H29BrClInNO6S2
Method: DFT, ωB97M-V with the def2-TZVPD basis set

The geometry in XYZ format:
```
52
Properties=species:S:1:pos:R:3
C 4.415 -4.322 1.888
N 4.029 -4.646 0.514
C 2.577 -4.416 0.311
In 1.269 -5.896 1.334
Br 0.387 -7.741 -0.328
C -0.567 -4.897 2.151
C -1.355 -3.978 1.216
C -0.645 -2.668 0.879
Cl -0.204 -2.542 -0.859
H 5.477 -4.529 2.013
H 3.830 -4.915 2.583
H 4.272 -3.255 2.106
H 4.516 -3.974 -0.075
H 2.312 -3.403 0.640
H 2.371 -4.466 -0.753
H 2.056 -6.764 2.670
H -0.269 -4.333 3.036
H -1.268 -5.653 2.500
H -2.292 -3.703 1.706
H -1.606 -4.474 0.284
H -1.311 -1.831 1.049
H 0.261 -2.527 1.457
O 2.161 2.945 2.438
S 1.396 1.775 2.756
O 1.710 0.524 2.144
O -0.147 2.110 2.544
C -0.552 2.603 1.248
C -0.649 1.511 0.203
C 1.335 1.559 4.502
H 0.126 3.401 0.938
H -1.530 3.050 1.418
H 0.325 1.079 -0.018
H -1.059 1.914 -0.723
H -1.293 0.704 0.553
H 1.073 2.505 4.967
H 2.327 1.240 4.811
H 0.604 0.789 4.730
O -2.641 2.864 -5.123
S -1.697 3.566 -4.309
O -1.410 3.114 -2.984
O -2.121 5.104 -4.260
C -3.479 5.404 -3.881
C -3.726 5.248 -2.393
C -0.185 3.775 -5.183
H -4.161 4.788 -4.468
H -3.625 6.440 -4.182
H -3.634 4.210 -2.080
H -4.732 5.590 -2.149
H -3.006 5.834 -1.822
H -0.402 4.145 -6.181
H 0.284 2.794 -5.231
H 0.445 4.466 -4.630
```

As for the charge: -1. The energy comes out at -135062.0398 eV. As for the HOMO-LUMO gap: 0.22532 hartree. The calculation puts the HOMO energy at -4.35 eV. The value obtained for the energy relative to the best compared isomer or geometry (same formula, charge and spin) is 0.00 kJ/mol.

Results of the Löwdin charge analysis, in e, for atoms 1 through 5:
1. C -0.189
2. N -0.225
3. C -0.368
4. In 0.317
5. Br -0.203